Record 1
ORCA calculation (ωB97M-V/def2-TZVPD) on a structure of composition C27H34N7O3RuS in a non-equilibrium geometry.

Each line ends with the Löwdin spin population.
Atoms and positions in Å:
Ru 0.2997 -1.4952 1.0426  2.197
O 1.0841 -1.9050 5.0237  0.039
C 0.9067 -1.4564 3.8903  0.012
N -0.1361 -1.8649 2.9328  0.118
C -1.0172 -2.8630 3.2883  0.011
O -1.3784 -3.1605 4.4299  0.059
C -1.4682 -3.5625 2.1318  0.012
C -2.4784 -4.5607 2.1962  -0.004
C -3.0062 -5.0814 1.0275  0.009
C -2.6583 -4.4370 -0.1848  -0.002
C -1.6607 -3.4837 -0.2102  0.009
N -1.0406 -3.0425 0.9305  0.008
C 1.8329 -0.5376 3.2637  0.010
C 2.9212 -0.0433 3.9816  -0.001
C 3.7275 0.9125 3.4259  0.005
C 3.3771 1.4886 2.1756  -0.001
C 2.3287 0.8904 1.4682  0.009
N 1.5764 -0.0880 2.0130  0.019
H -2.8371 -4.7519 3.2561  0.000
H -3.6760 -5.9472 1.0133  0.000
H -3.1146 -4.7520 -1.0972  0.000
H -1.4015 -2.9779 -1.1385  0.001
H 3.0766 -0.3791 4.9854  0.000
H 4.6590 1.1707 3.9179  0.000
H 3.9301 2.2907 1.6801  0.000
H 2.0252 1.2042 0.4816  0.001
C 4.4571 1.9298 -3.4446  0.000
C 4.5450 0.4131 -3.5549  0.001
C 3.6369 -0.5020 -2.6607  0.005
N 2.1781 -0.2651 -2.7715  0.033
C 1.2093 -0.8534 -2.0575  0.071
S 1.4956 -1.9482 -0.7715  0.162
N -0.0763 -0.3890 -2.3235  0.019
C -0.4828 1.0288 -2.2513  -0.001
O -1.0537 1.4300 -1.2410  -0.015
C -0.2507 1.8276 -3.4182  0.026
C 0.0387 1.3407 -4.6995  0.262
C 0.3734 2.1604 -5.7782  0.167
C 0.3817 3.5763 -5.6731  -0.004
C -0.1201 4.0567 -4.4237  0.289
C -0.4011 3.1988 -3.3254  0.247
H 5.4218 2.3630 -3.4652  0.000
H 4.0132 2.2422 -2.4987  0.000
H 3.9114 2.3576 -4.3168  0.000
H 5.5923 0.1748 -3.3489  0.000
H 4.3901 0.1484 -4.6307  0.000
H 3.8504 -0.4242 -1.5932  0.002
H 3.8965 -1.5389 -3.0048  0.002
H 1.8398 0.1098 -3.6549  0.005
H -0.7100 -0.9048 -1.7469  0.004
H 0.0600 0.2901 -4.8940  0.010
H 0.6700 1.7009 -6.6960  0.005
H 0.6243 4.2406 -6.5286  -0.003
H -0.1766 5.1070 -4.1126  0.010
H -0.7707 3.6146 -2.3556  0.007
C -3.6965 -0.4920 3.3576  0.000
C -3.0548 0.7585 2.7418  0.004
C -3.8489 1.3896 1.4829  0.002
C -2.9351 1.8802 3.8489  0.001
N -1.6778 0.5009 2.2862  0.012
N -1.5145 -0.2456 1.0518  0.155
H -4.7658 -0.5823 3.0964  0.000
H -3.5846 -0.3985 4.4602  0.000
H -3.1791 -1.3791 3.0018  0.000
H -4.8442 1.3669 1.8867  0.000
H -3.8700 0.7931 0.5994  0.001
H -3.6646 2.4655 1.2495  0.000
H -4.0022 2.2465 3.8745  0.000
H -2.3558 2.7671 3.5727  0.000
H -2.5856 1.3902 4.7560  0.000
H -1.1622 -0.0164 3.0047  0.002
H -1.3894 0.3917 0.2120  0.010
H -2.2844 -0.8893 0.8333  0.002

Values from the calculation:
Maximum force (eV/A): 4.2
Total charge: +3
Highest occupied orbital energy (spin up / spin down) (Eh): -0.6000 / -0.6036
Spin multiplicity: 5



Record 2
ORCA calculation (ωB97M-V/def2-TZVPD) on a structure of composition C43H63AsCdN3OSSb2Si2 in a non-equilibrium geometry.

Each line ends with the Löwdin charge.
Atoms and positions in Å:
Cd -0.2415 0.1468 -1.1978  1.086
C 3.6317 0.6079 1.9737  -0.374
C 3.4454 -0.3150 3.1849  -0.367
C 2.1481 -0.0954 3.9708  -0.388
Sb 0.2533 -0.2073 2.9102  1.422
C 0.1130 -2.3345 3.2235  -0.389
C -0.9984 -2.8928 3.8540  -0.135
C -1.0754 -4.2632 4.0724  -0.084
C -0.0349 -5.0941 3.6762  -0.086
C 1.0771 -4.5515 3.0473  -0.086
C 1.1432 -3.1827 2.8137  -0.150
C -0.9378 0.2994 4.6207  -0.402
C -0.6555 -0.1926 5.8947  -0.131
C -1.4207 0.1984 6.9846  -0.077
C -2.4798 1.0829 6.8127  -0.081
C -2.7797 1.5643 5.5466  -0.084
C -2.0109 1.1742 4.4553  -0.140
Sb 2.8190 -0.0363 0.0593  1.352
C 4.5004 -1.1576 -0.6411  -0.402
C 5.8127 -0.7762 -0.3753  -0.128
C 6.8702 -1.5337 -0.8593  -0.072
C 6.6245 -2.6769 -1.6107  -0.074
C 5.3190 -3.0599 -1.8837  -0.079
C 4.2596 -2.3016 -1.4007  -0.153
C 3.3968 1.8364 -0.8368  -0.403
C 4.2600 1.9139 -1.9258  -0.135
C 4.5604 3.1438 -2.4999  -0.075
C 4.0081 4.3102 -1.9885  -0.080
C 3.1577 4.2469 -0.8926  -0.082
C 2.8504 3.0156 -0.3290  -0.175
H 4.6924 0.7488 1.7693  0.045
H 3.2042 1.5896 2.1929  0.049
H 4.2678 -0.1238 3.8809  0.109
H 3.5529 -1.3608 2.8850  0.079
H 2.1660 0.9027 4.4194  0.060
H 2.0899 -0.8176 4.7859  0.052
H -1.8021 -2.2480 4.1926  0.094
H -1.9472 -4.6850 4.5594  0.106
H -0.0856 -6.1589 3.8676  0.105
H 1.9000 -5.1914 2.7509  0.106
H 2.0121 -2.7780 2.3046  0.076
H 0.1607 -0.8916 6.0410  0.097
H -1.1896 -0.1862 7.9707  0.107
H -3.0693 1.3933 7.6663  0.106
H -3.6086 2.2481 5.4062  0.101
H -2.2550 1.5532 3.4669  0.062
H 6.0196 0.1213 0.1963  0.096
H 7.8889 -1.2286 -0.6542  0.109
H 7.4520 -3.2661 -1.9851  0.108
H 5.1260 -3.9466 -2.4752  0.107
H 3.2397 -2.5919 -1.6289  0.069
H 4.7119 1.0121 -2.3218  0.091
H 5.2374 3.1913 -3.3445  0.111
H 4.2467 5.2674 -2.4344  0.108
H 2.7452 5.1564 -0.4718  0.107
H 2.2028 2.9820 0.5417  0.070
C 0.7471 0.9022 -6.3281  -0.219
Si 0.8751 0.7683 -4.4611  0.140
C 1.0361 2.4950 -3.7208  -0.226
C 2.4622 -0.1734 -4.0824  -0.245
As -0.8575 -0.5487 -3.5102  0.576
Si -2.6640 0.9097 -4.0249  0.178
C -4.2474 0.0079 -3.5421  -0.241
C -2.7748 1.1910 -5.8811  -0.229
C -2.6232 2.5941 -3.1597  -0.228
H 1.6485 1.3737 -6.7305  0.036
H -0.1117 1.4938 -6.6485  0.004
H 0.6543 -0.0908 -6.7763  0.034
H 1.8839 3.0283 -4.1643  0.035
H 1.2167 2.4459 -2.6401  -0.015
H 0.1379 3.0956 -3.8937  0.016
H 3.3436 0.4121 -4.3591  0.032
H 2.4922 -1.1159 -4.6369  0.035
H 2.5350 -0.4108 -3.0169  -0.032
H -4.3521 -0.8979 -4.1469  0.035
H -5.1267 0.6353 -3.7183  0.037
H -4.2454 -0.2905 -2.4931  -0.034
H -2.4255 0.3123 -6.4297  0.030
H -2.1796 2.0494 -6.2001  0.018
H -3.8120 1.3799 -6.1726  0.035
H -1.8876 2.6224 -2.3541  -0.028
H -3.6000 2.8374 -2.7292  0.031
H -2.3729 3.3855 -3.8714  0.030
O -1.7725 -0.9745 0.3802  -0.743
S -2.9200 -1.5738 -0.4294  0.867
C -4.4396 -1.0042 0.3843  -0.328
C -5.3980 -2.1748 0.2499  -0.227
C -4.6142 -3.4120 0.7037  -0.209
C -3.1821 -3.2810 0.1691  -0.297
H -4.7952 -0.0914 -0.0926  0.069
H -4.1621 -0.7980 1.4221  0.111
H -5.7052 -2.2809 -0.7947  0.118
H -6.2953 -2.0217 0.8483  0.121
H -5.0869 -4.3238 0.3442  0.115
H -4.5998 -3.4571 1.7933  0.115
H -2.9862 -3.9272 -0.6838  0.074
H -2.4205 -3.4487 0.9298  0.087
N -0.5095 2.4312 0.0300  0.030
C -1.7291 2.7809 0.7326  -0.321
C -1.7101 3.6888 1.7839  -0.041
C -2.8853 4.0108 2.4471  -0.084
C -4.0837 3.4237 2.0641  -0.079
C -4.0998 2.5126 1.0172  -0.072
C -2.9249 2.1909 0.3521  -0.062
H 0.2543 2.4293 0.6963  0.018
H -0.2799 3.1508 -0.6516  0.083
H -0.7723 4.1438 2.0850  0.119
H -2.8641 4.7199 3.2652  0.114
H -5.0009 3.6700 2.5834  0.110
H -5.0340 2.0499 0.7212  0.103
H -2.9229 1.4690 -0.4560  0.073
N -0.4691 -3.3692 -1.5718  -0.093
N 0.5319 -2.7674 -0.7430  -0.108
H -0.6999 -4.3003 -1.2367  0.069
H -0.0941 -3.4640 -2.5039  0.040
H 1.2676 -3.4314 -0.5232  0.062
H 0.0764 -2.5430 0.1347  0.006

Values from the calculation:
Maximum force (eV/A): 1.0
Total charge: +1
Highest occupied orbital energy (Eh): -0.3763
Spin multiplicity: 1



Record 3
ORCA calculation (ωB97M-V/def2-TZVPD) on a structure of composition C6H15KO9 in a non-equilibrium geometry.

Each line ends with the Löwdin charge.
Atoms and positions in Å:
K -1.2135 -0.8146 -0.4040  0.908
C 2.4367 1.4934 4.9932  -0.065
C 2.9515 0.9819 3.6588  -0.817
O 4.1194 1.3191 3.3389  -0.122
O 2.2313 0.3049 2.8820  -0.129
H 3.0929 2.1899 5.5152  0.052
H 2.2282 0.6312 5.6265  0.052
H 1.4656 1.9800 4.9019  0.054
C -3.0816 4.6339 1.7259  -0.065
C -3.9123 3.7594 0.8448  -0.808
O -3.4493 3.2102 -0.2166  -0.149
O -5.1470 3.7392 1.0904  -0.135
H -2.1297 4.8108 1.2252  0.059
H -2.9304 4.1938 2.7116  0.062
H -3.5998 5.5918 1.7718  0.060
C 2.2321 -5.6223 -4.0637  -0.081
C 1.8170 -4.4188 -3.2613  -0.863
O 0.7026 -4.5788 -2.7396  -0.108
O 2.4637 -3.3962 -3.4397  -0.070
H 1.9039 -6.5432 -3.5818  0.047
H 3.3171 -5.7264 -4.0635  0.050
H 1.8561 -5.7479 -5.0791  0.057
O -4.6596 -2.8013 0.7252  -0.049
H -5.3961 -2.7049 1.3290  0.032
H -4.4516 -3.7353 0.7475  0.029
O 1.9489 2.5513 -0.7464  -0.056
H 2.8384 2.7668 -1.0268  0.025
H 2.0677 2.0133 0.0363  0.027
O -0.2215 0.0543 -4.6263  -0.055
H -0.0045 0.3515 -5.5100  0.023
H 0.5236 -0.4869 -4.3654  0.032

Values from the calculation:
Maximum force (eV/A): 3.7
Total charge: -2
Highest occupied orbital energy (Eh): -0.0885
Spin multiplicity: 1



Record 4
ORCA calculation (ωB97M-V/def2-TZVPD) on a cluster of 2 separate species, C4H12S in total in a non-equilibrium geometry.

Each line ends with the Löwdin charge.
Atoms and positions in Å:
C 0.3744 -0.6210 -2.7054  -0.166
C -0.2125 -1.9921 -3.0841  -0.172
H 1.1479 -0.3642 -3.4354  0.058
H -0.3797 0.1553 -2.6576  0.056
H 0.9616 -0.6968 -1.7901  0.057
H -0.2077 -2.1881 -4.1562  0.057
H -1.2223 -2.0937 -2.6980  0.055
H 0.3929 -2.8040 -2.6837  0.057
C -1.1531 0.3242 2.3232  -0.434
C 0.9731 2.0345 2.8614  -0.423
S 0.6269 0.2421 2.7258  0.711
H -1.3591 -0.6097 1.8053  0.017
H -1.8111 0.3754 3.1887  0.028
H -1.3967 1.1470 1.6547  0.028
H 2.0464 2.1099 2.6920  0.019
H 0.8147 2.4329 3.8626  0.029
H 0.4042 2.5484 2.0968  0.024

Values from the calculation:
Maximum force (eV/A): 1.3
Highest occupied orbital energy (Eh): -0.3142
Structure (SMILES): CSC.CC
Spin multiplicity: 1



Record 5
ORCA calculation (ωB97M-V/def2-TZVPD) on a structure of composition C14H26BeNOP in a non-equilibrium geometry.

Each line ends with the Löwdin charge.
Atoms and positions in Å:
C -0.8996 -3.1511 2.1800  -0.092
C -0.7536 -1.8970 2.7701  -0.059
C -0.7648 -0.7106 1.9867  -0.259
C -0.9567 -0.7539 0.5857  -0.107
C -1.0376 -2.0561 0.0171  -0.328
C -1.0273 -3.2422 0.7922  -0.061
C -0.4853 0.5788 2.7190  -0.139
C 0.4174 1.5433 1.9184  -0.221
N 1.8241 1.4264 2.2479  -0.272
Be -0.9191 0.7380 -0.6405  0.269
C -1.0061 -2.1670 -1.5000  -0.296
P 0.1095 -0.7692 -2.0338  0.891
H -0.6035 -1.8173 3.8534  0.108
H -1.0896 -4.2210 0.2989  0.106
H -0.8962 -4.0536 2.7924  0.100
H -1.9923 -1.9593 -1.9583  0.093
H -0.6703 -3.1577 -1.8616  0.092
H -1.4184 1.1405 2.9260  0.122
H -0.0224 0.3753 3.7016  0.118
H 0.2483 1.3766 0.8052  0.057
C 0.0948 -0.7700 -3.8584  -0.268
C 1.7864 -1.4133 -1.6035  -0.243
H 0.1154 2.5756 2.1337  0.119
C 2.4751 0.2168 1.7548  -0.081
C 2.5784 2.6337 1.9095  -0.101
H -1.3813 2.0523 -2.0642  -0.040
H 3.5146 0.1854 2.1109  0.087
H 1.9538 -0.6718 2.1252  0.084
H 2.4933 0.1754 0.6473  0.071
H 3.6065 2.5456 2.2744  0.080
H 2.6110 2.8132 0.8201  0.088
H 2.1032 3.4973 2.3877  0.082
H 2.0252 -2.3475 -2.1375  0.053
H 2.5439 -0.6537 -1.8529  0.046
H 1.8299 -1.5988 -0.5219  0.030
H 0.3749 -1.7470 -4.2787  0.047
H -0.9132 -0.5040 -4.2086  0.044
H 0.7978 -0.0088 -4.2313  0.047
H -0.4379 2.3022 -1.5580  0.045
C -3.2750 2.7485 -2.3310  -0.201
O -2.4139 1.9050 -1.6452  -0.337
H -3.1744 2.6199 -3.4137  0.077
H -3.1163 3.7983 -2.0639  0.078
H -4.2485 2.4231 -1.9953  0.072

Values from the calculation:
Maximum force (eV/A): 2.4
Highest occupied orbital energy (Eh): -0.2827
Spin multiplicity: 1



Record 6
ORCA calculation (ωB97M-V/def2-TZVPD) on a structure of composition C21H38N2OP2Tc in a non-equilibrium geometry.

Each line ends with the Löwdin spin population.
Atoms and positions in Å:
Tc -0.1193 0.2037 0.0983  2.035
P -2.2597 -0.9617 0.0457  0.025
P 1.5475 1.8614 -0.1139  0.022
N -0.1635 0.1073 -1.7343  0.298
H -2.1373 0.9467 2.8912  0.002
C -3.9003 -0.1547 -0.1271  0.000
H -4.6944 -0.9145 -0.0628  0.000
H -3.9718 0.3552 -1.0945  0.000
H -4.0390 0.5768 0.6778  0.000
C -2.6589 -2.0453 1.4740  0.002
H -3.6175 -2.5536 1.2952  0.000
H -2.7446 -1.4457 2.3868  0.000
H -1.8739 -2.7964 1.6075  0.000
C -2.3579 -2.2103 -1.3026  0.009
H -3.1875 -2.9054 -1.1052  0.001
H -1.4189 -2.7753 -1.3519  0.001
H -2.5220 -1.7094 -2.2647  0.001
C 1.2992 3.6648 -0.3131  0.000
H 2.2779 4.1667 -0.3571  0.000
H 0.7228 4.0651 0.5279  0.000
H 0.7583 3.8591 -1.2463  0.000
C 2.6386 1.8376 1.3595  0.003
H 3.4460 2.5680 1.2085  0.000
H 3.0702 0.8393 1.4982  0.000
H 2.0607 2.1090 2.2521  0.000
C 2.7561 1.5947 -1.4693  0.007
H 3.6041 2.2822 -1.3441  0.001
H 2.2631 1.7906 -2.4283  0.001
H 3.1394 0.5708 -1.4707  0.000
C -0.0894 -0.2232 -3.0537  0.017
C -0.6551 0.1237 -5.4231  -0.009
C -0.7865 0.4926 -4.0903  0.083
C 0.6811 -1.3584 -3.4692  0.085
C 0.8787 -1.6529 -4.8095  -0.008
C 0.1892 -0.9338 -5.7928  0.103
H -1.2130 0.6650 -6.1903  -0.003
H -1.4271 1.3223 -3.7838  0.005
H 1.1122 -1.9941 -2.6915  0.004
H 1.5624 -2.4603 -5.0811  -0.003
H 0.2970 -1.2053 -6.8441  0.006
C -1.4842 1.7994 2.6280  0.023
O -0.8837 1.5231 1.3634  0.144
C -2.3931 3.0251 2.5360  -0.001
H -2.3777 3.6012 3.4696  0.000
H -3.4269 2.7078 2.3769  0.000
H -2.1082 3.6914 1.7186  0.000
C -0.4916 1.9422 3.7768  0.006
H -0.1263 2.9724 3.8645  0.000
H 0.3767 1.2846 3.6906  0.000
H -1.0088 1.6952 4.7150  0.001
C 2.8590 -1.8310 -0.8544  0.002
C 2.2665 -2.0366 0.4705  0.006
C 2.7131 -2.9577 1.4408  0.018
C 1.9011 -2.8068 2.5656  0.017
C 0.9804 -1.7973 2.2670  0.021
C -0.0429 -1.2989 3.1813  0.008
N 1.1812 -1.3384 0.9852  0.058
H 2.8612 -2.7552 -1.4430  0.000
H 3.9120 -1.5328 -0.7901  0.000
H 2.2950 -1.0798 -1.4129  0.002
H 3.5254 -3.6543 1.3205  0.001
H 1.9354 -3.3403 3.4977  0.002
H -0.6910 -2.1173 3.5326  0.000
H 0.4139 -0.8767 4.0898  0.000
H -0.6537 -0.5217 2.7022  0.005

Values from the calculation:
Maximum force (eV/A): 2.4
Highest occupied orbital energy (spin up / spin down) (Eh): -0.2441 / -0.2437
Spin multiplicity: 4